Model A:
Density functional theory data (the ωB97M-V functional and the def2-TZVPD basis) for 4 unconnected molecules or ions with the total composition C2H12NO3.

Results
Gap between HOMO and LUMO ... 8.847 eV
Charge ... +1
HOMO ... -13.395 eV

Each line ends with the Mulliken charge.
Atoms and positions in Å:
C1 -0.515 0.305 -2.409  -0.808
O1 2.183 -0.367 0.375  -0.661
H1 -0.886 -0.660 -2.077  0.328
H2 2.577 -1.061 0.933  0.314
O2 1.897 2.387 1.476  -0.641
H3 0.317 0.297 -0.443  0.348
H4 1.992 2.976 2.226  0.311
H5 2.314 1.518 1.540  0.315
H6 -1.304 0.915 -2.839  0.334
H7 -3.832 -5.382 1.503  0.326
H8 2.693 -0.497 -0.438  0.332
H9 0.815 2.398 -0.063  0.357
C2 0.295 2.137 -0.984  -0.164
H10 0.267 0.220 -3.147  0.338
O3 -3.928 -4.529 1.938  -0.654
H11 0.315 2.824 -1.817  0.304
N1 -0.023 0.920 -1.164  -0.007
H12 -4.501 -4.709 2.690  0.328

***

Model B:
Density functional theory data (the ωB97M-V functional and the def2-TZVPD basis) for 4 unconnected molecules or ions with the total composition C2H12NO3.

Results
Gap between HOMO and LUMO ... 10.630 eV
Charge ... +1
HOMO ... -14.932 eV

Each line ends with the Mulliken charge.
Atoms and positions in Å:
H1 2.589 -0.651 1.051  0.312
H2 -2.568 -1.073 -2.683  0.306
H3 -0.388 -0.171 -1.467  0.322
O1 2.387 -1.592 0.889  -0.593
O2 0.617 3.004 1.805  -0.608
H4 3.209 -2.050 1.052  0.300
C1 -0.103 -1.701 -0.413  -0.185
O3 -1.950 -0.380 -2.879  -0.605
N1 -0.464 -0.480 -0.495  0.057
H5 -0.355 -2.316 -1.276  0.307
H6 0.250 -2.195 0.484  0.311
H7 0.350 3.030 2.736  0.306
C2 -0.624 0.485 0.599  -0.848
H8 -0.294 0.013 1.518  0.304
H9 0.084 1.305 0.474  0.363
H10 -2.287 0.076 -3.645  0.310
H11 1.169 3.794 1.697  0.303
H12 -1.623 0.901 0.555  0.338

***

Model C:
Density functional theory data (the ωB97M-V functional and the def2-TZVPD basis) for 4 unconnected molecules or ions with the total composition C2H12NO3.

Results
Gap between HOMO and LUMO ... 10.123 eV
Charge ... +1
HOMO ... -14.670 eV

Each line ends with the Mulliken charge.
Atoms and positions in Å:
H1 -0.735 -2.679 -1.872  0.309
H2 -2.806 3.063 0.472  0.315
H3 -1.818 3.714 1.416  0.326
O1 -1.938 2.931 0.850  -0.671
C1 -0.246 -1.712 -1.710  -0.152
O2 3.090 -0.960 0.704  -0.606
H4 -0.630 2.060 -0.005  0.348
N1 -0.283 -1.058 -0.618  0.075
H5 3.531 -0.624 1.468  0.309
C2 -0.662 -1.423 0.768  -0.748
H6 -0.888 -0.508 1.301  0.237
H7 0.193 -2.030 1.086  0.315
H8 0.571 -1.474 -2.390  0.296
O3 0.013 1.588 -0.562  -0.673
H9 -0.140 -0.016 -0.742  0.324
H10 -1.568 -2.029 0.678  0.374
H11 3.678 -1.121 -0.034  0.311
H12 0.639 2.279 -0.808  0.312

***

What should be chosen as the least stable of them? Choose model C.

***

Model A:
Density functional theory data (the ωB97M-V functional and the def2-TZVPD basis) for 4 unconnected molecules or ions with the total composition C2H12NO3.

Results
Gap between HOMO and LUMO ... 11.697 eV
Charge ... +1
HOMO ... -14.495 eV

Each line ends with the Mulliken charge.
Atoms and positions in Å:
H1 -0.995 1.874 0.112  0.390
H2 0.519 -4.242 1.724  0.298
N1 -0.239 1.202 0.221  -0.273
C1 -0.010 0.855 -1.259  0.013
H3 -2.351 -1.016 1.551  0.290
H4 0.480 1.846 0.669  0.371
H5 -0.276 -4.105 0.440  0.339
H6 2.028 3.864 0.235  0.302
O1 -1.480 -0.993 1.209  -0.627
O2 0.216 -3.601 1.112  -0.651
H7 -0.061 -0.911 -2.494  0.251
H8 -0.592 0.414 0.829  0.323
H9 -1.197 -1.904 1.265  0.316
O3 1.464 3.344 -0.295  -0.643
H10 1.948 3.250 -1.200  0.344
H11 0.100 1.791 -1.867  0.402
H12 0.319 -1.223 -0.739  0.212
C2 0.128 -0.445 -1.514  -0.657

***

Model B:
Density functional theory data (the ωB97M-V functional and the def2-TZVPD basis) for 4 unconnected molecules or ions with the total composition C2H12NO3.

Results
Gap between HOMO and LUMO ... 11.436 eV
Charge ... +1
HOMO ... -14.499 eV

Each line ends with the Mulliken charge.
Atoms and positions in Å:
N1 -0.624 0.495 0.312  -0.256
H1 -3.246 2.250 2.354  0.311
H2 0.125 0.991 -0.201  0.314
H3 2.481 1.836 -1.284  0.302
H4 0.616 -2.209 -2.937  0.311
O1 1.181 -1.419 -2.790  -0.630
O2 1.906 1.079 -1.176  -0.667
H5 -0.665 -0.318 2.227  0.423
H6 0.998 -2.279 1.342  0.281
H7 -3.377 0.770 2.459  0.328
H8 1.838 0.552 -1.974  0.326
C1 0.774 -1.328 0.864  -0.616
H9 -1.157 1.300 0.727  0.397
O3 -2.709 1.448 2.338  -0.634
C2 -0.167 -0.494 1.303  -0.070
H10 1.384 -1.014 0.008  0.211
H11 1.958 -1.749 -3.254  0.316
H12 -1.317 0.090 -0.318  0.353

***

What should be chosen as the least stable of them? Choose model A.

***

Model A:
Density functional theory data (the ωB97M-V functional and the def2-TZVPD basis) for 2 unconnected molecules or ions with the total composition C5H16N2O.

Results
Gap between HOMO and LUMO ... 9.788 eV
SMILES ... CNC[C@H](C)NC.O
Charge ... 0
HOMO ... -8.768 eV

Each line ends with the Mulliken charge.
Atoms and positions in Å:
H1 2.488 -1.679 0.891  0.354
H2 0.774 -1.055 -0.857  0.213
H3 -2.299 1.962 0.853  0.384
H4 -1.681 1.021 2.316  0.336
H5 0.577 -0.617 1.571  0.309
C1 -2.752 -0.844 -0.459  -0.912
H6 -1.793 -1.157 1.320  0.242
H7 -0.785 2.291 1.526  0.427
H8 -0.953 0.833 -0.611  0.457
H9 -2.453 -0.552 -1.454  0.324
H10 -3.617 -0.274 -0.094  0.298
H11 3.373 -0.332 0.146  0.301
O1 2.346 1.333 -2.662  -0.701
H12 2.056 0.799 -1.898  0.418
H13 3.176 0.972 -2.967  0.303
H14 -3.118 -1.874 -0.486  0.336
H15 2.895 -1.632 -0.862  0.368
N1 1.340 -0.364 -0.374  -0.334
C2 2.583 -1.069 -0.008  -0.993
H16 1.119 0.984 1.186  0.449
N2 -1.573 -0.816 0.395  -0.346
C3 -1.472 1.483 1.362  -1.550
C4 -0.834 0.453 0.403  0.150
C5 0.604 0.134 0.765  -0.833

***

Model B:
Density functional theory data (the ωB97M-V functional and the def2-TZVPD basis) for 2 unconnected molecules or ions with the total composition C5H16N2O.

Results
Gap between HOMO and LUMO ... 9.094 eV
SMILES ... CNC[C@H](C)NC.O
Charge ... 0
HOMO ... -8.245 eV

Each line ends with the Mulliken charge.
Atoms and positions in Å:
H1 -1.608 -0.045 -0.031  0.204
H2 0.879 -0.247 -2.875  0.307
C1 -2.272 -1.988 0.637  -0.886
H3 0.658 2.981 -0.896  0.208
H4 -0.875 3.467 -0.039  0.346
H5 0.404 -1.845 0.740  0.506
H6 0.418 2.094 1.526  0.230
H7 2.535 1.131 0.716  0.356
H8 0.598 -1.427 -1.896  0.329
C2 2.119 0.111 0.457  -1.411
N1 0.045 1.672 0.763  -0.252
O1 1.231 -0.736 -2.078  -0.673
C3 -0.104 -0.892 0.798  -0.992
H9 0.334 0.472 -0.895  0.551
H10 -1.134 1.990 -1.058  0.159
H11 -0.296 -0.686 1.927  0.361
H12 2.181 -0.466 1.415  0.315
N2 -1.334 -0.986 0.004  -0.267
C4 0.614 0.377 0.131  0.018
H13 2.540 -0.355 -0.361  0.335
H14 -1.636 -2.616 1.273  0.309
H15 -2.859 -2.601 0.053  0.350
C5 -0.361 2.542 -0.331  -0.683
H16 -2.939 -1.659 1.500  0.283

***

What should be chosen as the least stable of them? Choose model B.

***

Model A:
Density functional theory data (the ωB97M-V functional and the def2-TZVPD basis) for 2 unconnected molecules or ions with the total composition C5H16N2O.

Results
Gap between HOMO and LUMO ... 9.720 eV
SMILES ... CC(C)CNCN.O
Charge ... 0
HOMO ... -8.777 eV

Each line ends with the Mulliken charge.
Atoms and positions in Å:
H1 0.136 -0.590 -3.670  0.409
H2 0.864 0.526 2.765  0.372
H3 0.284 0.802 -1.669  0.145
H4 2.989 -0.894 1.790  0.186
C1 0.436 -1.005 -2.749  -1.523
C2 1.119 -0.217 2.128  -0.586
H5 0.816 -1.196 2.611  0.304
O1 -2.043 2.168 1.421  -0.683
C3 -1.674 0.042 -1.796  -1.411
H6 2.603 0.254 0.710  0.218
H7 -0.791 -1.609 0.027  0.206
H8 -2.768 1.439 1.539  0.324
H9 -2.308 -0.815 -1.981  0.347
H10 1.522 -0.688 -2.685  0.365
H11 0.978 -1.467 -0.346  0.359
C4 -0.201 -0.197 -1.513  0.886
H12 0.050 0.990 0.882  0.353
C5 0.056 -0.867 -0.184  -0.938
N1 2.494 -0.156 1.597  -0.460
H13 -2.117 0.661 -1.027  0.338
N2 0.085 -0.058 1.011  -0.232
H14 -1.262 1.654 1.490  0.322
H15 0.533 -2.078 -2.613  0.343
H16 -1.653 0.632 -2.761  0.356

***

Model B:
Density functional theory data (the ωB97M-V functional and the def2-TZVPD basis) for a molecular structure, C5H16N2O.

Results
Gap between HOMO and LUMO ... 5.244 eV
Charge ... 0
HOMO ... -7.987 eV

Each line ends with the Mulliken charge.
Atoms and positions in Å:
H1 -1.774 -0.167 0.422  0.549
O1 -1.517 1.394 0.320  -0.931
C1 -3.243 -0.850 -0.752  -0.942
H2 -0.368 0.574 0.357  0.413
H3 1.009 -1.852 -0.268  0.369
H4 -0.732 -0.850 -1.464  0.338
H5 -1.093 -2.568 -0.947  0.464
C2 0.202 -1.398 0.332  -0.457
H6 -1.483 1.618 1.258  0.268
H7 2.641 0.325 -0.851  0.257
H8 3.607 0.072 0.650  0.371
H9 3.335 2.610 -0.454  0.290
C3 2.825 0.655 0.167  -0.314
H10 -3.265 -1.593 -1.551  0.342
H11 1.823 2.530 0.475  0.335
H12 -4.175 -0.841 -0.189  0.286
N1 0.510 -0.027 0.664  -0.410
H13 0.063 -2.033 1.214  0.297
C4 2.834 2.130 0.394  -0.907
N2 -2.114 -1.120 0.159  -0.603
H14 3.392 2.479 1.267  0.292
H15 1.609 0.309 0.635  0.175
H16 -3.118 0.136 -1.207  0.262
C5 -0.967 -1.532 -0.631  -0.746

***

Model C:
Density functional theory data (the ωB97M-V functional and the def2-TZVPD basis) for 3 unconnected molecules or ions with the total composition C5H16N2O.

Results
Gap between HOMO and LUMO ... 3.262 eV
Charge ... 0
HOMO ... -7.873 eV

Each line ends with the Mulliken charge.
Atoms and positions in Å:
H1 0.948 -0.503 -3.004  0.330
H2 -1.674 0.903 0.440  0.310
N1 -1.642 -1.123 1.103  -0.629
H3 -0.547 0.489 -1.562  0.392
N2 2.723 -0.418 -1.706  -0.509
H4 -1.795 0.881 3.145  0.400
H5 0.807 -1.401 -1.528  0.463
C1 -0.901 0.981 2.497  -1.394
C2 1.189 -0.530 -1.883  -0.814
H6 2.857 0.848 0.466  0.241
H7 2.983 -1.127 -1.050  0.431
C3 -1.078 0.253 1.084  0.256
O1 -2.242 -1.140 -1.399  -0.776
H8 0.884 1.107 0.949  0.194
C4 0.470 0.603 -1.159  -0.772
H9 -2.769 -1.780 -1.952  0.186
H10 2.677 0.458 -1.015  -0.009
H11 1.060 -0.579 0.530  0.498
H12 -1.922 -1.363 0.082  0.396
H13 -0.704 2.018 2.326  0.373
C5 0.367 0.338 0.352  -0.794
H14 -0.060 0.511 2.919  0.383
H15 -2.474 -0.974 1.772  0.311
H16 0.841 1.549 -1.407  0.534

***

What should be chosen as the least stable of them? Choose model C.

***

Model A:
Density functional theory data (the ωB97M-V functional and the def2-TZVPD basis) for 2 unconnected molecules or ions with the total composition C5H16N2O.

Results
Gap between HOMO and LUMO ... 9.908 eV
SMILES ... CCN[C@@H](C)CN.O
Charge ... 0
HOMO ... -9.040 eV

Each line ends with the Mulliken charge.
Atoms and positions in Å:
H1 1.909 2.142 -1.560  0.295
H2 -2.410 -2.032 0.773  0.291
C1 0.368 1.693 -0.007  -0.512
N1 -0.129 -2.238 1.135  -0.642
H3 0.059 -1.515 1.802  0.333
C2 -1.334 -1.863 0.339  -0.912
H4 -1.481 0.245 -2.258  0.321
H5 0.592 -0.043 -1.117  0.310
H6 2.655 -0.693 1.235  0.324
H7 2.306 0.891 -0.400  0.263
H8 -1.607 0.242 0.805  0.299
H9 0.327 1.982 1.075  0.266
H10 -2.896 0.541 -1.363  0.319
C3 -1.214 -0.319 -0.084  0.322
O1 2.482 -0.236 2.059  -0.634
N2 0.168 0.201 -0.217  -0.307
H11 0.621 -2.265 0.442  0.294
C4 -2.020 -0.123 -1.336  -1.430
H12 -0.513 2.177 -0.446  0.456
H13 -1.430 -2.553 -0.539  0.375
H14 2.488 2.593 -0.011  0.316
H15 -2.474 -1.019 -1.773  0.413
C5 1.811 1.865 -0.467  -1.050
H16 1.719 0.328 1.914  0.289

***

Model B:
Density functional theory data (the ωB97M-V functional and the def2-TZVPD basis) for a molecular structure, C5H16N2O.

Results
Gap between HOMO and LUMO ... 6.085 eV
Charge ... 0
HOMO ... -7.500 eV

Each line ends with the Mulliken charge.
Atoms and positions in Å:
H1 2.900 0.809 0.838  0.332
H2 2.322 1.208 -1.651  0.428
H3 3.746 -0.246 -0.333  0.391
H4 -0.501 -0.326 -1.104  0.395
N1 -2.195 -1.387 0.193  -0.482
C1 -2.261 -0.130 0.890  -0.303
H5 -1.517 0.040 1.681  0.078
H6 -1.744 1.905 0.349  0.398
H7 0.583 0.670 1.781  0.617
H8 2.341 -0.842 0.655  0.299
H9 0.415 2.177 -0.076  0.497
C2 1.824 0.548 -0.940  -0.204
C3 -1.849 0.931 -0.151  -0.874
H10 -1.271 -1.822 0.158  0.186
C4 0.563 1.125 -0.309  -0.141
H11 -3.228 0.111 1.321  0.456
H12 0.566 0.511 0.920  -0.605
C5 2.785 -0.011 0.114  -1.242
H13 -2.893 -2.036 0.506  0.223
H14 0.805 -2.716 -1.033  0.105
N2 -0.582 0.701 -0.871  -0.134
H15 -2.643 1.057 -0.889  0.380
H16 1.422 -0.324 -1.470  0.184
O1 0.411 -1.952 -0.581  -0.987

***

What should be chosen as the least stable of them? Choose model B.